15
Properties=species:S:1:pos:R:3:forces:R:3:mulliken_charge:R:1 method="wB97M-V/def2-TZVPD" e_tot_ev=-9302.05491 largest_force_ha_per_bohr=0.0731 homo_ev=-8.9 e_lumo_ev=0.034 de_lowest_ev=4.338 gap_ev=8.91
C 0.277076 0.415862 -1.888810 -0.509 -0.564 0.204 -0.9317
C -0.059247 1.162986 -0.624032 2.913 0.381 0.888 0.5174
O -0.954303 1.968059 -0.519786 0.053 0.185 0.205 -0.6177
H 1.018929 1.090910 0.076169 -2.041 1.536 -1.650 0.0685
H 0.945832 -0.413756 -1.666747 0.055 -0.037 -0.089 0.2861
H 0.791377 1.103918 -2.557486 -0.047 0.078 0.021 0.3210
H -0.633740 0.043424 -2.356655 0.032 0.059 -0.180 0.2581
C 0.887788 -0.668593 1.113049 -1.705 -3.141 1.170 -0.0184
C -1.484943 -0.127462 1.418218 0.848 -0.404 0.243 -0.3735
N -0.417369 -0.206887 0.757915 0.435 0.173 -0.070 -0.2083
N 1.364529 -1.798880 0.765364 0.373 1.119 -0.042 -0.5650
H 0.778612 -2.305363 0.103350 -0.166 0.200 -0.030 0.2853
H 1.341840 -0.153518 1.959239 0.173 0.421 -0.495 0.4226
H -1.666823 -0.757306 2.286378 0.006 0.246 0.333 0.2969
H -2.189556 0.646605 1.133836 -0.420 -0.254 -0.508 0.2587